1.
DFT (wB97M-V/def2-TZVPD) results for C33H49N7O9S2Sr as an isolated structure.

Summary:
* LUMO: 0.249 eV
* E: -3174.660138 a.u.
* energy above the lowest of the compared OMol25 structures with the same formula, charge and spin: 19.55 kJ/mol
* Kohn-Sham gap: 0.3294 Eh

The geometry in XYZ format:
```
101
C33H49N7O9S2Sr wB97M-V/def2-TZVPD
Sr -1.4581 -0.1662 -1.0182
O -1.4262 -1.8983 3.6047
C -1.5901 -1.2392 2.4540
O -1.3914 -1.7427 1.3766
C -2.0758 0.1643 2.6808
O -2.1989 0.7721 1.4294
C -2.8370 2.0470 1.4595
C -3.1514 2.5038 0.0282
O -3.3674 3.7093 -0.1633
O -3.1853 1.5908 -0.8418
H -1.1389 -2.7940 3.3772
H -1.3598 0.6727 3.3334
H -3.0433 0.1108 3.1959
H -2.1994 2.7821 1.9568
H -3.7835 1.9799 2.0068
C 0.4013 5.6152 -1.3915
N 0.6011 4.3255 -0.7442
C 1.5189 4.2151 0.3661
C -0.0875 3.2105 -1.1235
N 0.0785 2.0400 -0.6176
N -1.0438 3.4704 -2.1041
C -1.6588 2.5293 -2.9281
N -2.8842 2.9904 -3.3620
N -1.0503 1.4570 -3.2785
H 1.2226 6.2732 -1.1201
H -0.5315 6.0956 -1.0811
H 0.3955 5.5058 -2.4740
H 1.9319 5.1946 0.5887
H 2.3464 3.5355 0.1360
H 1.0084 3.8490 1.2635
H 0.8332 2.0155 0.0573
H -1.6565 4.2353 -1.8558
H -3.4228 3.3768 -2.5896
H -3.4193 2.2705 -3.8233
H -1.6149 0.8985 -3.9144
N 0.7394 -1.8322 -0.5185
C 1.7694 -2.4525 -1.3728
C 2.9697 -1.5207 -1.6084
C 3.2056 -1.1950 -3.0828
C 2.1638 -0.2382 -3.6508
N 2.2220 1.0704 -2.9805
H 1.0163 -1.7958 0.4592
H -0.0425 -2.4914 -0.5106
H 1.2829 -2.6936 -2.3186
H 2.1116 -3.4022 -0.9497
H 3.8787 -1.9634 -1.1909
H 2.8095 -0.5811 -1.0682
H 3.2034 -2.1233 -3.6643
H 4.1914 -0.7387 -3.2046
H 1.1639 -0.6856 -3.5853
H 2.3687 -0.0946 -4.7135
H 1.5023 1.1133 -2.2674
H 1.9413 1.7833 -3.6424
O 0.9413 -0.0606 2.3470
S 2.1511 0.6482 1.8544
C 2.7064 1.8025 3.1989
C 1.7145 1.8265 4.3230
C 0.5409 2.5654 4.2061
C -0.4004 2.5627 5.2245
C -0.1793 1.8104 6.3701
C 0.9872 1.0682 6.4918
C 1.9289 1.0746 5.4728
C 3.5364 -0.5458 1.9227
C 3.7545 -1.1496 3.2748
C 2.8093 -2.0194 3.8169
C 2.9865 -2.5393 5.0901
C 4.1125 -2.2074 5.8322
C 5.0666 -1.3554 5.2937
C 4.8854 -0.8282 4.0222
H 2.8010 2.7802 2.7253
H 3.6875 1.4840 3.5444
H 0.3587 3.1488 3.3096
H -1.3067 3.1465 5.1225
H -0.9131 1.8040 7.1656
H 1.1648 0.4786 7.3822
H 2.8332 0.4855 5.5677
H 4.4138 -0.0146 1.5471
H 3.2632 -1.2931 1.1757
H 1.9275 -2.2697 3.2420
H 2.2428 -3.2076 5.5052
H 4.2501 -2.6197 6.8235
H 5.9527 -1.1022 5.8613
H 5.6359 -0.1687 3.6004
C -5.4682 -4.6750 -7.1634
C -4.7124 -4.2013 -5.9505
C -5.3242 -3.4103 -4.9849
C -4.6237 -2.9719 -3.8683
C -3.2971 -3.3346 -3.7150
C -2.6648 -4.1273 -4.6646
C -3.3740 -4.5545 -5.7732
S -2.3529 -2.7258 -2.3540
O -1.6754 -3.8450 -1.7386
O -3.2597 -1.9930 -1.4596
O -1.4037 -1.7526 -2.9451
H -6.4678 -4.2434 -7.1999
H -5.5713 -5.7619 -7.1598
H -4.9471 -4.4004 -8.0819
H -6.3639 -3.1294 -5.1062
H -5.0968 -2.3537 -3.1167
H -1.6276 -4.4070 -4.5300
H -2.8820 -5.1726 -6.5156
```

2.
DFT (wB97M-V/def2-TZVPD) results for C41H37BCl5N6PtSi as an isolated structure in a non-equilibrium geometry.

Summary:
* 2S+1: 3
* charge: -1
* expectation value of S²: 2.012
* LUMO (alpha / beta): 2.506 / 0.767 eV
* E: -4647.832807 a.u.
* Kohn-Sham gap (alpha / beta): 0.2108 / 0.2269 Eh

The geometry in XYZ format:
```
92
C41H37BCl5N6PtSi wB97M-V/def2-TZVPD
Pt 0.0488 -0.0407 0.3376
C 5.5860 -0.8843 -0.2529
C 4.3039 -0.7660 0.4885
C 4.0851 -1.0155 1.8281
C 2.7133 -0.8124 2.0236
N 2.1627 -0.4638 0.8625
N 3.1266 -0.4298 -0.0651
B 2.7831 -0.3833 -1.5696
N 2.0132 -1.7128 -1.7555
N 2.5102 -2.7103 -1.0169
C 1.9211 -3.8374 -1.4026
C 1.0303 -3.5567 -2.4568
C 1.1128 -2.1938 -2.6480
C 0.3858 -1.3400 -3.6251
C 2.1725 -5.0868 -0.7064
C 1.7190 -6.3115 -1.1914
C 1.9162 -7.4698 -0.4647
C 2.5579 -7.4348 0.7616
C 3.0416 -6.2264 1.2418
C 2.8572 -5.0692 0.5113
N 1.9934 0.9069 -1.8505
N 1.3221 1.4875 -0.8464
C 0.8812 2.6826 -1.2676
C 1.2753 2.8545 -2.6022
C 1.9807 1.7172 -2.9340
C 2.6006 1.4146 -4.2526
C 0.1632 3.5987 -0.4115
C -0.0986 3.2633 0.9183
C -0.7881 4.1234 1.7458
C -1.2373 5.3430 1.2593
C -0.9704 5.6961 -0.0553
C -0.2769 4.8362 -0.8836
C 1.9994 -0.9083 3.2900
C 1.0109 0.0101 3.6345
C 0.4009 -0.0547 4.8745
C 0.7752 -1.0299 5.7845
C 1.7511 -1.9534 5.4437
C 2.3507 -1.9021 4.2008
H 6.3985 -1.0692 0.4463
H 5.7991 0.0234 -0.8100
H 5.5311 -1.7124 -0.9572
H 4.8157 -1.2941 2.5611
H 3.7797 -0.3828 -2.2255
H 0.3915 -4.2379 -2.9811
H -0.2130 -1.9601 -4.2908
H 1.0995 -0.7715 -4.2173
H -0.2745 -0.6410 -3.1083
H 1.2087 -6.3580 -2.1427
H 1.5517 -8.4084 -0.8551
H 2.6734 -8.3432 1.3381
H 3.5528 -6.1909 2.1964
H 3.2326 -4.1221 0.8701
H 1.0883 3.6937 -3.2378
H 3.0509 2.3154 -4.6682
H 1.8406 1.0805 -4.9604
H 3.3584 0.6433 -4.1614
H 0.2520 2.3069 1.2896
H -0.9900 3.8436 2.7706
H -1.7940 6.0156 1.8987
H -1.3160 6.6467 -0.4414
H -0.0745 5.1195 -1.9061
H 0.7582 0.8046 2.9437
H -0.3736 0.6565 5.1218
H 0.3198 -1.0620 6.7649
H 2.0353 -2.7284 6.1422
H 3.0938 -2.6352 3.9212
C -5.4456 1.5533 -1.5832
Si -3.8762 2.5361 -1.1175
C -4.2956 3.4869 0.4821
C -3.5384 3.7957 -2.5152
C -2.4102 1.4309 -0.9468
C -1.4459 0.7097 -0.7517
H -6.3015 2.2204 -1.6505
H -5.6732 0.8009 -0.8345
H -5.3426 1.0487 -2.5391
H -5.1165 4.1797 0.3135
H -3.4485 4.0585 0.8449
H -4.5958 2.8096 1.2749
H -4.3655 4.4927 -2.6177
H -3.4042 3.2979 -3.4707
H -2.6408 4.3704 -2.3135
Cl -0.2718 -3.5361 0.6125
C -1.6011 -2.5098 1.0141
C -1.3021 -1.2067 1.4704
C -2.4341 -0.4816 1.9082
Cl -2.1826 1.0971 2.5418
C -3.7313 -0.9455 1.8097
Cl -5.0635 -0.0087 2.3719
C -3.9755 -2.2039 1.2541
Cl -5.5872 -2.7610 1.0377
C -2.8902 -2.9963 0.8727
Cl -3.1754 -4.5732 0.2378
```

3.
DFT (wB97M-V/def2-TZVPD) results for C48H43N5O3RuS2 as an isolated structure in a non-equilibrium geometry.

Summary:
* 2S+1: 6
* charge: -1
* expectation value of S²: 8.825
* LUMO (alpha / beta): 2.331 / 1.797 eV
* E: -3245.653053 a.u.
* energy above the lowest of the compared OMol25 structures with the same formula, charge and spin: 0.00 kJ/mol
* Kohn-Sham gap (alpha / beta): 0.1917 / 0.2573 Eh

The geometry in XYZ format:
```
102
C48H43N5O3RuS2 wB97M-V/def2-TZVPD
Ru 0.2084 0.0477 0.3469
C -1.3359 4.3173 -1.5839
C -2.6653 4.2604 -2.2713
C -3.3777 5.4379 -2.4568
C -4.6132 5.4590 -3.0805
C -5.1488 4.2803 -3.5683
C -4.4552 3.0973 -3.4136
C -3.2266 3.0645 -2.7490
N -2.5767 1.8311 -2.5976
C -1.9958 1.3661 -1.4278
N -2.5941 1.8684 -0.3238
C -2.2086 1.8497 1.0260
C -1.1767 1.0189 1.4536
C -0.8572 1.0109 2.8110
C -1.5347 1.8146 3.7112
C -2.5446 2.6488 3.2591
C -2.8944 2.6891 1.9177
C -3.9685 3.6325 1.4430
N -1.0768 0.4524 -1.4482
C -0.4715 0.1220 -2.6786
C 0.1249 1.1164 -3.4604
C 0.6343 0.8335 -4.7126
C 0.5571 -0.4568 -5.2086
C 0.0417 -1.4630 -4.4080
C -0.4679 -1.2057 -3.1428
C -0.9775 -2.3130 -2.2887
H -0.8474 5.2681 -1.7943
H -0.6743 3.5093 -1.8848
H -1.4431 4.2302 -0.5018
H -2.9461 6.3659 -2.1116
H -5.1486 6.3897 -3.1876
H -6.1131 4.2853 -4.0541
H -4.8632 2.1749 -3.7993
H -2.4595 1.2542 -3.4176
H -3.3959 2.4480 -0.5265
H -0.0550 0.3696 3.1704
H -1.2645 1.7975 4.7593
H -3.0734 3.2850 3.9580
H -4.3656 4.1960 2.2844
H -4.7977 3.0971 0.9759
H -3.5695 4.3486 0.7219
H 0.2128 2.1179 -3.0664
H 1.0786 1.6258 -5.3014
H 0.9168 -0.6826 -6.2027
H 0.0081 -2.4782 -4.7814
H -0.7003 -3.2768 -2.7064
H -2.0581 -2.2740 -2.1769
H -0.5626 -2.2213 -1.2787
S -0.6772 -2.1165 1.4205
C -2.3392 -1.7294 1.0978
N -3.0322 -1.1593 2.1677
C -4.2585 -0.5428 1.8908
C -4.8614 -0.8083 0.6950
C -4.1969 -1.6249 -0.2220
N -2.9137 -2.0296 -0.0152
H -2.4711 -0.8051 2.9317
H -4.6555 0.1070 2.6508
H -5.8266 -0.3871 0.4578
H -4.6293 -1.9203 -1.1636
C 1.6551 -0.7319 -0.8078
C 2.8070 -1.1599 -0.8219
C 4.0724 -1.7249 -0.7176
C 4.1729 -3.0199 -0.0997
C 5.3105 -3.8379 -0.2264
C 5.3697 -5.0673 0.3964
C 4.2953 -5.5365 1.1389
C 3.1423 -4.7664 1.2292
C 3.0795 -3.5309 0.6275
C 5.1861 -0.9259 -1.1518
C 5.0089 0.0128 -2.1845
C 6.0524 0.8108 -2.5939
C 7.3006 0.7079 -1.9933
C 7.4796 -0.1850 -0.9463
C 6.4411 -0.9866 -0.5257
H 6.1330 -3.5180 -0.8525
H 6.2635 -5.6725 0.3025
H 4.3496 -6.4991 1.6279
H 2.2863 -5.1262 1.7828
H 2.1843 -2.9299 0.7164
H 4.0399 0.0887 -2.6613
H 5.8984 1.5219 -3.3951
H 8.1188 1.3322 -2.3244
H 8.4393 -0.2501 -0.4502
H 6.5741 -1.6378 0.3268
C 7.4859 4.1806 0.6091
C 6.1053 3.5968 0.6545
C 5.8839 2.3215 1.1553
C 4.5945 1.8349 1.2952
C 3.5284 2.6288 0.9267
C 3.7331 3.8802 0.3793
C 5.0204 4.3607 0.2347
S 1.8446 2.1528 1.3287
O 1.9239 0.7497 1.7688
O 1.4554 3.0798 2.3710
O 1.0574 2.3075 0.0927
H 8.2217 3.4618 0.9591
H 7.5289 5.0642 1.2464
H 7.7477 4.4863 -0.4020
H 6.7268 1.7131 1.4527
H 4.3960 0.8508 1.6914
H 2.8702 4.4583 0.0874
H 5.1930 5.3425 -0.1852
```

4.
DFT (wB97M-V/def2-TZVPD) results for a 2-piece molecular cluster, H3NOP overall in a non-equilibrium geometry.

Summary:
* charge: -1
* LUMO (alpha / beta): 4.223 / 5.182 eV
* E: -472.996591 a.u.
* energy above the lowest of the compared OMol25 structures with the same formula, charge and spin: 500.84 kJ/mol
* Kohn-Sham gap (alpha / beta): 0.2177 / 0.2792 Eh

The geometry in XYZ format:
```
6
H3NOP wB97M-V/def2-TZVPD
N 0.0418 -0.4936 2.3549
O 0.4040 -0.5391 1.0921
P -0.4470 -0.8346 -1.2180
H -0.0538 0.4441 2.7872
H 0.8631 -0.7956 -1.8775
H -0.9128 0.3193 -1.6867
```

5.
DFT (wB97M-V/def2-TZVPD) results for a 12-piece molecular cluster, C48H120O24 overall in a non-equilibrium geometry.

Summary:
* LUMO: 0.486 eV
* structure (SMILES): COCCOC.COCCOC.COCCOC.COCCOC.COCCOC.COCCOC.COCCOC.COCCOC.COCCOC.COCCOC.COCCOC.COCCOC
* E: -3705.958760 a.u.
* energy above the lowest of the compared OMol25 structures with the same formula, charge and spin: 257.87 kJ/mol
* Kohn-Sham gap: 0.3583 Eh

The geometry in XYZ format:
```
192
C48H120O24 wB97M-V/def2-TZVPD
C -5.7729 -25.1477 -6.7576
O -5.6215 -26.4742 -7.1365
C -5.2272 -27.4149 -6.1956
C -4.9196 -28.7890 -6.8550
O -4.8906 -29.6779 -5.7605
C -5.1962 -31.0143 -6.1362
H -6.4963 -24.5592 -7.3290
H -4.8486 -24.5742 -6.8909
H -6.1411 -25.0467 -5.7296
H -6.0186 -27.5826 -5.4524
H -4.3211 -27.1084 -5.6557
H -3.9193 -28.6944 -7.2987
H -5.5968 -29.0863 -7.6591
H -4.8113 -31.5962 -5.2947
H -4.8114 -31.4536 -7.0563
H -6.2772 -31.1774 -6.1051
C -0.9045 -32.6268 -1.9299
O -0.2758 -33.0342 -0.7360
C 1.0225 -33.5530 -0.8643
C 1.0090 -35.0623 -1.0767
O 0.2475 -35.3274 -2.2280
C 0.1486 -36.7136 -2.5199
H -1.1269 -33.5134 -2.5365
H -0.2825 -31.9805 -2.5482
H -1.8640 -32.1655 -1.7125
H 1.5614 -33.2627 0.0394
H 1.5989 -33.0670 -1.6598
H 0.5652 -35.5944 -0.2218
H 2.0250 -35.4651 -1.2039
H 1.1039 -37.2315 -2.4018
H -0.1881 -36.7298 -3.5548
H -0.5996 -37.1961 -1.8828
C -2.5330 -35.2767 1.0488
O -3.9408 -35.4247 1.0679
C -4.3184 -36.5931 0.3438
C -4.4164 -37.8310 1.2055
O -3.1040 -38.4112 1.2971
C -3.0180 -39.7256 1.7306
H -2.1178 -35.1950 0.0379
H -1.9635 -36.0045 1.6304
H -2.2061 -34.3174 1.4641
H -3.6477 -36.7985 -0.4947
H -5.3055 -36.2821 -0.0161
H -4.9812 -38.6413 0.7322
H -4.7565 -37.5856 2.2110
H -3.6328 -39.9708 2.6052
H -2.0230 -40.0344 2.0660
H -3.2158 -40.4052 0.8900
C 1.7789 -29.2620 -6.7274
O 0.4025 -29.2468 -6.3934
C 0.0950 -29.9553 -5.2183
C -1.3847 -29.7555 -4.8724
O -1.4656 -30.1851 -3.5209
C -2.4623 -29.5560 -2.7513
H 2.0706 -30.2990 -6.9127
H 2.3754 -28.9302 -5.8669
H 1.9581 -28.5451 -7.5208
H 0.6576 -29.5614 -4.3665
H 0.2832 -31.0288 -5.3141
H -1.9411 -30.4323 -5.5299
H -1.7849 -28.7567 -5.0464
H -2.2680 -28.4940 -2.5664
H -2.3950 -29.9781 -1.7450
H -3.4647 -29.7402 -3.1442
C -3.6345 -27.8673 2.2674
O -3.2727 -26.6399 1.6746
C -2.0622 -26.1306 2.2221
C -1.7314 -24.8167 1.5164
O -0.3756 -24.4628 1.4404
C 0.1889 -24.0097 2.6352
H -3.2214 -27.9900 3.2729
H -3.2844 -28.6963 1.6467
H -4.7152 -27.9533 2.3831
H -1.2220 -26.8312 2.2102
H -2.3331 -25.9252 3.2655
H -2.2630 -23.9916 2.0037
H -2.1194 -24.9087 0.5014
H 1.2539 -23.8404 2.4910
H 0.1463 -24.7261 3.4681
H -0.3151 -23.1095 3.0065
C -8.7644 -35.2541 0.9381
O -9.3519 -34.1171 1.5338
C -8.6445 -32.9320 1.3402
C -9.3224 -31.8179 2.1658
O -10.7342 -31.8923 2.1230
C -11.3354 -31.0223 1.1955
H -7.8108 -35.3878 1.4633
H -8.5845 -35.1432 -0.1364
H -9.3556 -36.1585 1.0573
H -8.5561 -32.6485 0.2829
H -7.6075 -32.9868 1.6907
H -9.0889 -30.8522 1.7118
H -8.9201 -31.9455 3.1694
H -12.3368 -31.3979 0.9861
H -10.7483 -31.1200 0.2697
H -11.4112 -29.9730 1.5025
C -5.7782 -34.8674 3.6266
O -6.3009 -35.5795 4.7383
C -5.7814 -36.8827 4.8756
C -6.3837 -37.5567 6.0978
O -7.7378 -37.9392 5.9135
C -8.6686 -36.8727 6.0600
H -4.7362 -34.6978 3.9235
H -6.3041 -33.9175 3.5378
H -5.8427 -35.3642 2.6581
H -4.6921 -36.8212 5.0197
H -6.0040 -37.4576 3.9719
H -6.2811 -36.9018 6.9689
H -5.8824 -38.5126 6.2536
H -8.5523 -36.0914 5.3126
H -8.5852 -36.4631 7.0709
H -9.6620 -37.3074 5.9570
C -7.9234 -29.3699 -0.6775
O -8.0823 -27.9953 -0.5356
C -9.2023 -27.6262 0.2495
C -10.4792 -27.5075 -0.6065
O -10.6567 -26.2176 -1.1468
C -9.6737 -25.8240 -2.0714
H -7.1017 -29.6632 -1.3413
H -8.8130 -29.9149 -1.0115
H -7.4918 -29.8570 0.2109
H -8.9572 -26.6208 0.5970
H -9.3520 -28.2934 1.1036
H -11.3114 -27.6884 0.0762
H -10.5176 -28.2655 -1.3946
H -8.6546 -25.9615 -1.7135
H -9.8295 -24.7733 -2.3276
H -9.8111 -26.2808 -3.0605
C -0.5323 -34.2068 -9.4538
O -1.1038 -32.9247 -9.3249
C -1.2593 -32.4328 -8.0335
C -2.0885 -33.3595 -7.1333
O -1.4056 -34.4377 -6.5607
C -0.9837 -34.1789 -5.2190
H -1.2631 -34.9653 -9.1523
H 0.3626 -34.3028 -8.8346
H -0.3112 -34.4129 -10.4988
H -1.6531 -31.4191 -8.0873
H -0.3304 -32.2878 -7.4552
H -2.9707 -33.6690 -7.7104
H -2.6308 -32.8140 -6.3431
H -0.5834 -33.1704 -5.0846
H -0.2394 -34.8987 -4.8976
H -1.9324 -34.2753 -4.6809
C -5.1313 -31.6881 1.5483
O -5.8660 -31.8458 0.3543
C -5.0455 -32.2596 -0.7042
C -5.8693 -32.7283 -1.8932
O -5.0391 -33.0601 -2.9996
C -4.2760 -34.2076 -2.7720
H -4.4336 -30.8534 1.5682
H -4.6721 -32.6133 1.9270
H -5.9068 -31.6533 2.3228
H -4.3477 -33.0406 -0.3802
H -4.3957 -31.4628 -1.0965
H -6.5543 -31.9853 -2.3090
H -6.5695 -33.5359 -1.6439
H -4.8817 -35.0585 -2.4181
H -3.5180 -34.0448 -2.0013
H -3.8752 -34.6205 -3.6982
C -8.5334 -31.8055 -11.0915
O -7.6517 -31.9087 -9.9931
C -7.6114 -33.2126 -9.4587
C -6.9210 -33.1351 -8.1048
O -6.7486 -34.3858 -7.4520
C -6.1743 -34.2393 -6.1605
H -9.5256 -31.8485 -10.6252
H -8.4359 -32.5497 -11.8894
H -8.3939 -30.8595 -11.6133
H -7.1663 -33.9277 -10.1519
H -8.6533 -33.4771 -9.2258
H -7.4762 -32.4866 -7.4224
H -5.9012 -32.7649 -8.2618
H -6.8673 -33.7601 -5.4685
H -5.1337 -33.9020 -6.1286
H -6.0600 -35.2982 -5.9064
C -10.9332 -33.6696 -5.3020
O -9.7573 -32.9143 -5.0737
C -9.6316 -32.1703 -3.8939
C -10.6149 -31.0102 -3.7738
O -10.4531 -30.0623 -4.8036
C -9.2865 -29.2600 -4.7372
H -10.6469 -34.4727 -5.9843
H -11.6774 -33.1086 -5.8712
H -11.2632 -34.1046 -4.3575
H -8.5906 -31.8472 -3.9280
H -9.7544 -32.7578 -2.9704
H -10.4921 -30.5398 -2.7837
H -11.6779 -31.2598 -3.7932
H -8.5809 -29.5620 -5.5192
H -8.7975 -29.2636 -3.7625
H -9.5525 -28.2524 -5.0615
```